1.
17
Properties=species:S:1:pos:R:3 method="wB97M-V/def2-TZVPD" max_force_ev_per_a=0.58 multiplicity=1 charge=0
C -1.308 -0.664 -0.475
C -0.981 -1.928 -0.797
C -2.543 -0.363 0.322
C 4.026 -0.346 -0.163
C -0.898 2.110 -0.162
P -0.219 0.636 -1.060
H -1.586 -2.770 -0.500
H -0.087 -2.148 -1.357
H -3.130 -1.267 0.464
H -3.162 0.376 -0.187
H -2.278 0.035 1.301
H 3.398 -0.540 -1.004
H 4.103 0.645 0.226
H 4.534 -1.149 0.323
H -1.934 2.299 -0.438
H -0.831 1.969 0.915
H -0.297 2.974 -0.434

---

2.
17
Properties=species:S:1:pos:R:3 method="wB97M-V/def2-TZVPD" max_force_ev_per_a=2.24 multiplicity=2 charge=-1
C -0.566 3.128 -2.001
C -1.685 2.265 -1.929
H -0.417 4.107 -1.542
H 0.161 2.956 -2.870
H -1.760 1.287 -1.378
H -2.428 2.425 -2.735
C 0.679 -1.915 -0.049
C 1.269 -1.710 1.342
C 0.224 -1.377 2.416
H 1.469 -1.657 -0.777
H -0.247 -1.329 -0.203
H 0.279 -2.959 -0.316
H 1.776 -0.761 1.269
H 1.963 -2.490 1.688
H -0.308 -0.409 2.386
H -0.604 -2.085 2.350
H 0.573 -1.633 3.449

---

3.
17
Properties=species:S:1:pos:R:3 method="wB97M-V/def2-TZVPD" max_force_ev_per_a=4.35 multiplicity=1 charge=0
C -2.959 2.384 -0.113
C -4.209 2.714 0.035
H -2.342 1.871 0.702
H -2.365 2.440 -1.117
H -4.689 2.170 0.908
H -4.730 3.465 -0.574
C 1.121 -1.778 -0.873
C 2.374 -1.066 -0.330
C 2.497 -1.222 1.166
H 1.251 -2.824 -1.193
H 0.768 -1.116 -1.742
H 0.352 -1.588 -0.114
H 2.235 -0.031 -0.712
H 3.107 -1.611 -0.894
H 3.535 -1.122 1.541
H 1.720 -0.550 1.689
H 2.334 -2.136 1.619

---

4.
17
Properties=species:S:1:pos:R:3 method="wB97M-V/def2-TZVPD" max_force_ev_per_a=1.45 multiplicity=1 charge=0
C 2.496 0.389 0.710
C 2.636 -0.838 0.209
H 2.552 1.288 0.111
H 2.263 0.479 1.765
H 2.663 -0.930 -0.869
H 2.791 -1.644 0.904
C -1.884 1.264 -0.631
C -1.078 -0.058 -0.791
C -1.162 -0.861 0.509
H -2.754 1.279 -1.282
H -2.246 1.312 0.397
H -1.240 2.130 -0.773
H -1.491 -0.657 -1.610
H -0.077 0.115 -1.185
H -0.756 -1.863 0.332
H -2.180 -0.923 0.886
H -0.532 -0.485 1.317

---

5.
17
Properties=species:S:1:pos:R:3 method="wB97M-V/def2-TZVPD" max_force_ev_per_a=4.04 multiplicity=1 charge=0
C -0.535 -2.042 0.755
C -1.222 -1.628 1.848
C -0.881 -0.208 2.483
H -1.073 -2.784 0.141
H 0.342 -1.395 0.412
H -1.946 -2.408 2.179
H -0.477 0.242 1.562
H -1.816 0.091 3.066
H -0.091 -0.257 3.277
C 1.588 0.868 -1.952
C 0.274 1.744 -1.962
H 1.911 0.633 -0.965
H 2.525 1.449 -2.412
H 1.486 -0.088 -2.561
H 0.205 2.583 -1.151
H 0.226 2.245 -2.841
H -0.516 0.954 -1.880

---

6.
17
Properties=species:S:1:pos:R:3 method="wB97M-V/def2-TZVPD" max_force_ev_per_a=3.00 multiplicity=1 charge=0
C 1.607 -2.063 -2.578
C 2.057 -2.475 -1.346
H 1.180 -1.106 -2.933
H 1.753 -2.742 -3.441
H 1.580 -2.805 -0.412
H 3.129 -2.535 -1.294
C 0.159 1.345 1.063
C -1.301 1.569 0.653
C -2.255 1.330 1.833
H 0.757 1.834 0.283
H 0.245 0.284 1.331
H 0.376 1.793 2.060
H -1.659 0.976 -0.175
H -1.414 2.618 0.393
H -2.149 0.305 2.164
H -2.302 1.852 2.804
H -3.374 1.358 1.534

---

Respective energy relative to the best compared isomer or geometry (same formula, charge and spin) values: 125.54 66.07 62.49 38.01 63.12 108.35 kcal per mole.